1.
{
  "formula": "C5H12N3",
  "method": "ωB97M-V/def2-TZVPD",
  "homo_energy_ev": -12.7245,
  "mol_weight_g_mol": 114.17,
  "relative_energy_ev": 2.774,
  "charge": 1,
  "total_energy_ev": -9841.4376,
  "species": ["C", "C", "C", "C", "C", "N", "N", "N", "H", "H", "H", "H", "H", "H", "H", "H", "H", "H", "H", "H"],
  "xyz": [[-0.8752, 0.1675, 0.8352], [-0.2709, 1.3322, 0.2820], [-0.6670, -1.1626, 0.7020], [-1.8156, -2.0274, 1.2234], [0.8852, 2.7428, -1.2310], [0.2938, -1.8219, -0.0189], [1.3604, -1.1829, -0.6645], [0.6119, 1.5271, -0.6338], [-1.6104, 0.4751, 1.5206], [-0.7129, 2.2345, 0.6920], [-1.6215, -3.0007, 1.3107], [-2.6708, -2.0940, 0.4707], [-2.3405, -1.6473, 2.0653], [0.0400, 3.4356, -0.8279], [1.8565, 3.1939, -1.1136], [0.7930, 2.6538, -2.4308], [0.0805, -2.8833, -0.0786], [1.7363, -1.6338, -1.5124], [2.0521, -1.0138, 0.0145], [0.9845, 0.6660, -1.1640]],
  "atomic_forces_ev_per_a": [[1.7, 2.0, -0.5], [-0.9, -0.6, 0.9], [-0.5, -1.8, -1.5], [-1.4, 2.8, -2.5], [-2.3, 3.5, -3.1], [-2.4, -2.1, 0.7], [-0.8, -0.1, -0.9], [1.2, -4.0, -1.4], [-1.0, -0.1, 0.7], [0.2, 0.2, -0.1], [1.4, -3.9, 0.9], [1.2, 0.7, 0.3], [0.2, 0.4, 1.0], [1.8, -0.5, -1.1], [0.4, -0.2, 0.7], [-0.2, 0.2, 2.7], [1.3, 2.5, -0.1], [-0.6, -0.1, 0.9], [1.4, 0.0, 0.7], [-0.7, 1.3, 1.6]]
}

---

2.
{
  "formula": "C11H32AlN2O5P2",
  "method": "ωB97M-V/def2-TZVPD",
  "homo_energy_ev": [-8.6505, -8.6459],
  "mol_weight_g_mol": 361.32,
  "relative_energy_ev": 2.092,
  "charge": 1,
  "total_energy_ev": -50306.5750,
  "species": ["O", "H", "Al", "N", "N", "O", "O", "C", "C", "C", "C", "H", "H", "H", "H", "H", "H", "H", "H", "O", "H", "H", "C", "H", "H", "H", "O", "H", "H", "C", "P", "C", "C", "C", "P", "C", "C", "H", "H", "H", "H", "H", "H", "H", "H", "H", "H", "H", "H", "H", "H", "H", "H"],
  "xyz": [[3.7480, -2.7770, 1.5542], [3.2596, -2.5024, 2.3637], [0.1151, -0.2087, 0.1705], [-1.3395, -1.2312, -0.6932], [-1.5839, 0.9146, 0.5583], [-1.2522, -2.3593, -1.5483], [-1.8102, 1.8953, 1.5688], [-2.6229, -0.8469, -0.4727], [-2.7636, 0.3051, 0.2641], [-3.7734, -1.5793, -1.0357], [-4.0729, 0.8417, 0.6941], [-3.4915, -2.5905, -1.3543], [-4.2178, -1.0547, -1.9091], [-4.6025, -1.6557, -0.3036], [-3.9982, 1.8860, 1.0253], [-4.5553, 0.2552, 1.5083], [-4.8055, 0.7896, -0.1394], [-0.3528, -2.7104, -1.3859], [-0.9126, 2.2195, 1.7801], [-0.3078, 1.5650, -1.8501], [-0.3702, 0.6361, -2.1496], [-1.0166, 1.4798, -1.1714], [0.1544, -0.9520, 1.9652], [0.9616, -1.7001, 2.0658], [-0.8633, -1.4128, 2.0405], [0.1604, -0.1948, 2.7800], [1.4694, -4.2530, -0.6679], [2.2807, -4.3164, -0.1392], [0.8545, -3.9270, 0.0072], [2.4013, 1.4011, -2.1738], [2.2097, -0.3558, -1.5908], [3.4497, -0.9116, -2.8539], [3.2558, -0.5503, -0.0493], [3.4673, 0.6981, 0.7814], [1.8513, 1.6170, 1.0584], [1.9345, 1.7139, 2.9017], [2.5594, 3.2844, 0.6442], [1.9834, 1.4134, -3.1933], [3.4671, 1.6773, -2.2245], [1.8223, 2.1400, -1.6083], [4.4259, -0.4275, -2.6745], [3.5665, -2.0008, -2.7949], [3.0858, -0.6433, -3.8590], [2.6127, -1.2759, 0.4944], [4.1555, -1.1080, -0.3187], [3.8155, 0.4160, 1.7840], [4.1901, 1.3808, 0.3053], [2.8190, 2.2853, 3.2383], [1.0119, 2.1840, 3.2807], [1.9805, 0.6789, 3.2684], [2.9920, 3.2595, -0.3664], [3.3362, 3.5914, 1.3687], [1.7401, 4.0174, 0.6478]],
  "atomic_forces_ev_per_a": [[-1.2, 0.4, 0.4], [0.6, -0.5, -0.5], [1.0, 0.8, 0.4], [-2.9, -0.7, -0.9], [-3.6, -0.3, 1.3], [0.4, 1.4, 1.3], [1.3, -0.9, -1.3], [3.0, -3.5, -2.9], [2.3, 4.1, 2.4], [-1.0, -0.6, -0.2], [-1.1, 0.2, 0.2], [-0.1, 0.4, 0.1], [0.5, -0.1, 0.4], [0.5, 0.1, -0.2], [0.0, -0.5, -0.1], [0.6, 0.2, -0.3], [0.5, 0.0, 0.3], [0.0, -0.1, -0.3], [-0.3, 0.0, -0.1], [-1.4, -1.6, 1.1], [0.5, 0.5, -0.9], [0.2, 1.2, -0.6], [-0.8, -0.4, 0.1], [-0.4, 0.2, 0.3], [0.8, -0.2, 0.1], [0.3, -0.5, -0.6], [-0.6, 0.5, 0.3], [0.4, 0.2, 0.0], [0.2, -0.4, 0.0], [-0.4, 0.2, 0.0], [1.7, 1.7, 0.5], [-0.7, -1.3, -0.6], [-1.4, -0.5, -0.4], [-0.4, -0.3, -0.2], [2.4, 0.5, 0.4], [-0.7, -0.2, 0.0], [-0.9, 0.4, -0.4], [0.2, 0.1, 0.3], [-0.4, -0.2, 0.1], [0.4, -0.3, -0.2], [-0.6, -0.1, 0.2], [0.1, 0.2, -0.1], [0.2, -0.2, 0.4], [1.1, 0.0, 0.3], [-0.1, 0.1, 0.3], [0.2, 0.0, -0.4], [-0.3, -0.2, 0.3], [-0.5, -0.3, -0.3], [0.4, -0.1, 0.2], [0.1, 0.4, 0.1], [-0.2, 0.1, 0.5], [-0.5, -0.4, -0.3], [0.4, 0.1, 0.0]]
}

---

3.
{
  "formula": "C5H12N6O",
  "method": "ωB97M-V/def2-TZVPD",
  "homo_energy_ev": -16.8912,
  "mol_weight_g_mol": 172.19,
  "relative_energy_ev": 1.638,
  "charge": 2,
  "total_energy_ev": -16350.0628,
  "species": ["C", "C", "C", "C", "C", "N", "N", "N", "N", "N", "N", "O", "H", "H", "H", "H", "H", "H", "H", "H", "H", "H", "H", "H"],
  "xyz": [[0.8341, 1.0047, 0.2796], [1.4629, -1.2984, 0.0975], [-2.3087, -1.0244, 0.7636], [0.4629, -0.1961, -1.7085], [0.3592, 2.1483, -1.9829], [1.4210, -0.1118, 0.8162], [0.5487, 1.0042, -1.0454], [0.7180, -1.3142, -1.0249], [2.3234, -2.2618, 0.4535], [-3.5337, -0.5775, 0.8676], [0.5157, 1.9477, 1.1146], [-1.3565, -0.3157, 1.0611], [-2.1773, -2.0623, 0.3790], [-0.7052, 2.2547, -2.1581], [0.8632, 3.0630, -1.6668], [0.6951, 1.8271, -3.0647], [1.8474, -0.0713, 1.7882], [0.5575, -2.1587, -1.5206], [2.9178, -2.2126, 1.1668], [2.1702, -3.2170, -0.0128], [-4.3536, -1.1410, 0.6504], [-3.7302, 0.0734, 1.6900], [0.5524, 1.8220, 2.1470], [-0.0843, 2.8177, 0.9095]],
  "atomic_forces_ev_per_a": [[-1.1, 0.4, 0.8], [1.7, 0.5, 1.9], [0.8, -0.5, -0.4], [-1.0, 1.3, -0.7], [0.0, -0.2, -2.1], [1.2, -1.3, 0.0], [1.1, -1.7, -0.9], [0.7, 0.3, 1.2], [-5.2, -1.5, -5.4], [-2.8, 1.0, 2.2], [-1.4, 2.5, 1.1], [1.1, -0.1, 0.2], [-0.2, 0.5, -0.1], [-0.2, 0.5, 0.5], [-0.1, -0.2, 0.1], [-0.1, 0.4, 2.5], [-0.8, -0.1, -1.7], [0.1, -1.0, -0.5], [2.9, 0.3, 3.7], [0.7, 1.9, 1.0], [0.5, -0.1, 0.0], [0.5, -0.8, -1.9], [0.2, -0.2, -1.2], [1.4, -1.9, -0.3]]
}

---

Please write out number 3 again, unchanged.
{
  "formula": "C5H12N6O",
  "method": "ωB97M-V/def2-TZVPD",
  "homo_energy_ev": -16.8912,
  "mol_weight_g_mol": 172.19,
  "relative_energy_ev": 1.638,
  "charge": 2,
  "total_energy_ev": -16350.0628,
  "species": ["C", "C", "C", "C", "C", "N", "N", "N", "N", "N", "N", "O", "H", "H", "H", "H", "H", "H", "H", "H", "H", "H", "H", "H"],
  "xyz": [[0.8341, 1.0047, 0.2796], [1.4629, -1.2984, 0.0975], [-2.3087, -1.0244, 0.7636], [0.4629, -0.1961, -1.7085], [0.3592, 2.1483, -1.9829], [1.4210, -0.1118, 0.8162], [0.5487, 1.0042, -1.0454], [0.7180, -1.3142, -1.0249], [2.3234, -2.2618, 0.4535], [-3.5337, -0.5775, 0.8676], [0.5157, 1.9477, 1.1146], [-1.3565, -0.3157, 1.0611], [-2.1773, -2.0623, 0.3790], [-0.7052, 2.2547, -2.1581], [0.8632, 3.0630, -1.6668], [0.6951, 1.8271, -3.0647], [1.8474, -0.0713, 1.7882], [0.5575, -2.1587, -1.5206], [2.9178, -2.2126, 1.1668], [2.1702, -3.2170, -0.0128], [-4.3536, -1.1410, 0.6504], [-3.7302, 0.0734, 1.6900], [0.5524, 1.8220, 2.1470], [-0.0843, 2.8177, 0.9095]],
  "atomic_forces_ev_per_a": [[-1.1, 0.4, 0.8], [1.7, 0.5, 1.9], [0.8, -0.5, -0.4], [-1.0, 1.3, -0.7], [0.0, -0.2, -2.1], [1.2, -1.3, 0.0], [1.1, -1.7, -0.9], [0.7, 0.3, 1.2], [-5.2, -1.5, -5.4], [-2.8, 1.0, 2.2], [-1.4, 2.5, 1.1], [1.1, -0.1, 0.2], [-0.2, 0.5, -0.1], [-0.2, 0.5, 0.5], [-0.1, -0.2, 0.1], [-0.1, 0.4, 2.5], [-0.8, -0.1, -1.7], [0.1, -1.0, -0.5], [2.9, 0.3, 3.7], [0.7, 1.9, 1.0], [0.5, -0.1, 0.0], [0.5, -0.8, -1.9], [0.2, -0.2, -1.2], [1.4, -1.9, -0.3]]
}

---

Which value of charge does entry 2 give? +1

---

Which formula does entry 2 have? C11H32AlN2O5P2